Record 1
# C31H42BrN2O9P2Re

A structure of composition C31H42BrN2O9P2Re (wB97M-V/def2-TZVPD, the Open Molecules 2025 dataset).

Atoms and positions in Å:
Re1 0.69998 1.22486 -0.30129
C1 1.77480 1.07853 1.61172
C2 0.96379 -0.12704 1.43269
C3 -0.28323 0.15764 2.26584
C4 -0.15721 1.41493 2.79925
C5 1.06429 2.02360 2.37414
C6 1.53871 3.37322 2.81489
C7 2.79313 3.81890 2.06550
C8 0.42750 4.41786 2.66382
C9 1.87915 3.20221 4.31311
C10 -1.57025 -0.64123 2.41825
C11 -2.01639 -1.27467 1.09533
C12 -1.40801 -1.73730 3.49179
C13 -2.71690 0.26198 2.89673
C14 1.73750 -1.48209 1.50993
C15 0.96124 -2.69829 1.00076
C16 2.12094 -1.67602 2.98473
C17 3.05622 -1.48989 0.71922
H1 2.84319 1.11984 1.47275
H2 -0.92652 1.94160 3.33645
H3 2.60409 3.91963 0.99806
H4 3.62023 3.12363 2.21943
H5 3.11377 4.78813 2.44804
H6 0.12005 4.51215 1.62302
H7 0.79616 5.38501 3.00654
H8 -0.44637 4.16397 3.26299
H9 2.66238 2.45760 4.46061
H10 1.00533 2.90330 4.89116
H11 2.23694 4.15629 4.70157
H12 -1.20719 -1.80347 0.60303
H13 -2.40348 -0.51874 0.41048
H14 -2.82004 -1.98496 1.29781
H15 -0.73501 -2.53716 3.19747
H16 -2.38719 -2.18137 3.67664
H17 -1.05120 -1.31376 4.43122
H18 -2.86182 1.11281 2.23216
H19 -2.55229 0.62803 3.91011
H20 -3.63763 -0.32262 2.91234
H21 0.07487 -2.91943 1.58526
H22 1.60593 -3.57677 1.05903
H23 0.67065 -2.57378 -0.04505
H24 1.25873 -1.69836 3.64543
H25 2.77380 -0.86758 3.31977
H26 2.66224 -2.61463 3.10668
H27 2.90252 -1.54470 -0.35606
H28 3.59977 -2.39202 1.00137
H29 3.70721 -0.64895 0.95372
O1 0.56533 4.55722 -2.73826
P1 0.17272 3.35962 -1.83053
O2 0.87530 3.34466 -0.46499
O3 0.46921 2.00719 -2.41143
O4 -1.42227 3.45897 -1.65399
P2 -2.09390 2.14981 -0.94342
O5 -3.50990 2.66006 -0.54350
O6 -2.13517 0.98882 -1.90900
O7 -1.25717 1.90387 0.29019
H30 0.15274 5.41119 -2.56304
H31 -4.20555 2.50778 -1.19445
C18 3.67220 1.18005 -1.39576
O8 2.39316 0.51996 -1.32502
C19 2.05489 -0.37712 -2.35195
C20 2.96688 -0.81168 -3.28747
C21 2.52876 -1.71292 -4.25231
Br1 3.75643 -2.31291 -5.54912
C22 1.23089 -2.17128 -4.27101
C23 0.31260 -1.73138 -3.31409
C24 0.73049 -0.81660 -2.35423
O9 -0.13483 -0.31180 -1.40158
C25 -1.05958 -2.24669 -3.39670
N1 -1.55610 -2.75568 -4.49016
C26 -2.83774 -3.14750 -4.15717
C27 -3.82273 -3.74474 -4.94559
C28 -5.03060 -4.03501 -4.34998
C29 -5.27105 -3.74245 -2.99677
C30 -4.31165 -3.14844 -2.20128
C31 -3.09493 -2.85851 -2.80982
N2 -1.93514 -2.27680 -2.34294
H32 4.46708 0.43964 -1.32099
H33 3.70723 1.85945 -0.55021
H34 3.73709 1.73546 -2.33057
H35 3.98993 -0.47033 -3.29543
H36 0.88917 -2.86974 -5.02088
H37 -1.16320 0.25346 -1.79488
H38 -3.63098 -3.96794 -5.98561
H39 -5.81476 -4.50027 -4.93116
H40 -6.23255 -3.99124 -2.56868
H41 -4.50124 -2.92639 -1.15949
H42 -1.74540 -1.97072 -1.40515

Forces on the atoms, in the same order (eV/Å):
-0.1617 -0.7715 -0.0605
0.0064 -0.1172 -0.3673
0.1195 0.3041 0.1632
0.1131 0.3415 -0.1175
0.1490 -0.1094 -0.1671
-0.3757 -0.2091 0.2300
0.0440 -0.0334 0.0505
0.0207 0.0084 0.0256
-0.0127 0.0014 -0.0260
-0.0098 0.0448 -0.0332
0.0074 -0.0456 0.0280
-0.0431 0.0297 -0.0610
0.0028 0.0197 -0.0025
0.0016 -0.0197 -0.0009
-0.0385 0.0557 -0.1927
0.0206 -0.0453 0.0157
-0.0065 0.0304 0.0312
-0.0063 -0.0131 0.0467
0.0409 -0.0119 0.0151
-0.0213 0.0053 0.0178
-0.0003 0.0094 -0.0079
0.0189 -0.0208 0.0162
0.0064 0.0117 -0.0118
0.0019 -0.0018 0.0026
0.0018 0.0136 0.0075
-0.0141 -0.0013 0.0090
0.0146 -0.0159 -0.0038
-0.0196 -0.0038 0.0007
0.0082 0.0100 0.0069
-0.0409 0.0036 -0.0161
0.0038 0.0447 0.0215
-0.0160 -0.0092 -0.0212
0.0008 0.0196 0.0555
0.0026 -0.0141 0.0070
0.0140 0.0219 0.0098
0.0084 0.0276 -0.0196
0.0107 0.0074 0.0236
-0.0039 0.0026 -0.0047
0.0453 -0.0239 -0.0455
0.0210 0.0035 -0.0165
0.0149 -0.0070 -0.0111
-0.0890 0.0028 0.0183
0.0216 0.0086 0.0010
0.0044 -0.0322 0.0047
-0.0320 -0.0166 0.0329
0.0235 0.0007 0.0113
0.0211 0.0529 -0.0077
-0.0145 -0.1133 0.0442
0.1401 0.3108 0.0575
0.0282 0.0726 -0.1163
0.0742 -0.0869 0.1218
0.0145 0.0579 -0.0070
0.0386 0.1242 0.0733
0.0528 -0.0441 0.0291
0.1176 -0.3056 -0.0418
0.0323 -0.0297 0.0367
-0.0530 0.1034 -0.0194
-0.1071 -0.0441 -0.0534
0.0619 0.0020 -0.0351
-0.0449 0.1224 0.1113
-0.1023 -0.0693 -0.0869
-0.0310 0.0221 0.0514
-0.0103 -0.0070 -0.0026
0.0094 -0.0043 -0.0063
-0.0063 0.0202 0.0168
0.1167 0.0924 0.0831
0.0743 -0.0504 -0.0915
0.1480 0.0072 0.1294
-0.0539 -0.0498 -0.0832
0.1031 0.0562 0.0337
-0.0744 -0.0009 0.0788
0.0230 0.0094 0.0126
0.0006 -0.0045 -0.0092
0.0153 0.0219 0.0526
-0.0469 -0.0270 -0.0137
-0.0007 -0.0121 -0.0385
-0.0067 0.0177 -0.0107
-0.0139 0.0140 0.0074
-0.0238 0.0071 0.0036
0.0021 -0.0188 -0.0020
0.0139 0.0040 0.0075
0.0054 -0.0020 -0.0085
-0.3185 0.2560 0.0049
0.0025 -0.0055 -0.0186
-0.0090 -0.0059 -0.0074
-0.0141 -0.0007 0.0054
-0.0022 0.0039 0.0169
-0.0193 -0.0022 0.0163

The calculation puts the energy above the lowest of the compared OMol25 structures with the same formula, charge and spin at 1.3118 eV. The spin multiplicity is 2. Its charge is +1. The calculation puts the HOMO energy (alpha / beta) at -10.366 / -10.366 eV. For the HOMO-LUMO gap (alpha / beta), the calculation gives 6.422 / 6.577 eV. Its expectation value of S² is 0.767.

Record 2
# C31H42Cl12IN3O7P

A cluster of 5 separate species, C31H42Cl12IN3O7P in total (wB97M-V/def2-TZVPD, the Open Molecules 2025 dataset).

Atoms and positions in Å:
C1 4.57338 0.56982 -1.60446
C2 4.60477 1.04012 -0.13318
N1 3.72555 0.25143 0.76304
C3 2.37986 0.24059 0.29349
C4 1.73833 1.43871 0.06408
C5 0.43782 1.44385 -0.39768
C6 -0.24349 2.77868 -0.59934
C7 -0.55787 3.09155 -2.07411
C8 0.70187 3.46290 -2.89412
N2 0.24313 3.59908 -4.28648
C9 1.40015 3.59315 -5.23141
C10 1.47168 2.21558 -5.86317
C11 0.37506 1.60577 -6.45519
C12 0.50138 0.37077 -7.04049
C13 1.70399 -0.31964 -7.03405
C14 2.77808 0.27734 -6.41485
C15 2.67510 1.53172 -5.84750
O1 3.83353 2.05229 -5.28574
C16 -0.18235 0.21079 -0.64352
C17 -1.63316 0.14195 -1.13434
C18 -2.43171 -0.30179 0.10289
O2 -1.87385 -0.52901 1.16055
O3 -3.78182 -0.40336 0.03033
C19 -4.26602 -0.88561 1.28603
C20 -4.79587 0.09292 2.31760
O4 -4.29446 -2.06130 1.52452
C21 0.48512 -0.98598 -0.42234
P1 -0.49032 -2.54036 -0.85024
O5 0.46164 -3.23235 -2.02168
I1 -0.48901 -4.14183 0.96157
N3 1.75566 -0.91767 0.06644
C22 2.53820 -2.15102 0.38452
C23 2.49773 -2.32154 1.93455
C24 2.81484 -3.75215 2.39820
C25 2.54408 -3.95730 3.90417
O6 3.39217 -3.59174 4.68330
O7 1.39956 -4.57810 4.34181
C26 0.31378 -3.66624 4.57035
C27 0.64946 -2.47772 5.48456
H1 3.97062 1.25847 -2.21645
H2 5.57731 0.61193 -2.03781
H3 4.14100 -0.43311 -1.70187
H4 5.63540 0.92650 0.22350
H5 4.40049 2.12248 -0.10147
H6 3.76417 0.72578 1.66192
H7 2.28107 2.35736 0.26750
H8 0.35616 3.55585 -0.11046
H9 -1.20131 2.76315 -0.05159
H10 -1.00851 2.25064 -2.61174
H11 -1.25029 3.93923 -2.15885
H12 1.15957 4.40564 -2.53629
H13 1.42450 2.63337 -2.81304
H14 -0.24448 4.48820 -4.32933
H15 1.19798 4.38832 -5.96031
H16 2.29634 3.83376 -4.65000
H17 -0.56660 2.14804 -6.43070
H18 -0.40151 -0.04479 -7.48507
H19 1.75537 -1.29251 -7.51344
H20 3.71571 -0.27593 -6.38672
H21 3.78756 2.00887 -4.32523
H22 -1.71428 -0.58344 -1.94377
H23 -2.02084 1.12392 -1.41257
H24 -4.27124 -0.03252 3.26802
H25 -5.85193 -0.11964 2.51541
H26 -4.67828 1.13851 2.01187
H27 0.34988 -2.74936 -2.85340
H28 3.56349 -2.00710 0.03890
H29 2.14241 -3.02424 -0.13863
H30 3.23266 -1.60628 2.32387
H31 1.51915 -1.98552 2.31147
H32 3.89991 -3.89020 2.29761
H33 2.35287 -4.51639 1.76608
H34 -0.47029 -4.24251 5.07495
H35 -0.14271 -3.27877 3.64852
H36 1.07156 -2.87089 6.41697
H37 1.30004 -1.72289 5.03307
H38 -0.30953 -2.01226 5.75564
C28 3.95506 6.00427 -2.32152
Cl1 4.54141 5.52072 -3.90978
Cl2 2.78913 7.31840 -2.45412
Cl3 3.22836 4.61830 -1.48271
H39 4.79770 6.35053 -1.73647
C29 -6.05552 1.75456 6.08491
Cl4 -7.31053 2.91353 5.65226
Cl5 -6.64968 0.09964 5.96430
Cl6 -4.62877 1.93698 5.05775
H40 -5.75680 1.94173 7.10872
C30 -7.08172 -4.16413 0.57573
Cl7 -6.46278 -4.48579 -1.04641
Cl8 -8.23582 -2.82640 0.54821
Cl9 -7.82128 -5.61226 1.25925
H41 -6.24763 -3.87804 1.20517
C31 -4.15293 -3.04883 6.95580
Cl10 -2.52135 -2.37159 7.04744
Cl11 -5.23821 -2.21261 8.06833
Cl12 -4.76016 -2.95246 5.29849
H42 -4.10785 -4.09253 7.23996

Forces on the atoms, in the same order (eV/Å):
-0.3348 0.4959 0.0711
0.8086 0.0425 -0.6497
0.0016 0.1516 -0.3968
0.5523 1.1260 0.3849
-0.3290 -0.2750 -0.1093
0.0285 0.6640 -0.0319
-0.8948 -0.3389 0.1471
1.0068 0.5514 -0.3251
-1.3123 -0.0396 -0.1386
0.6338 0.1609 0.2797
-1.3331 -0.0351 0.5982
0.8391 0.8088 0.2710
0.0771 0.6857 0.2902
-1.0629 -0.3866 -0.3302
-0.6019 0.1749 -0.1101
0.6665 -1.0108 -0.3172
0.2477 -0.4014 0.1785
0.0407 0.2325 0.0115
-0.6432 -0.1775 -0.8122
-0.1558 0.1628 1.1964
0.0100 -0.3720 0.9376
-0.1246 0.2255 -0.6938
0.8802 0.2014 -0.1624
-1.0020 -1.4936 1.9455
0.3044 0.7227 -0.7661
0.2038 0.9627 -1.1438
0.5020 0.2639 0.5993
-0.6019 -0.1828 -0.8814
0.2316 0.2511 0.8469
0.2227 0.2082 -0.3838
0.6950 -1.0999 -0.4757
-0.1246 -0.4355 0.9233
-0.1289 0.1805 -0.3485
0.4295 -0.2311 0.0989
1.2122 0.3917 0.3908
-0.8591 -0.3224 -0.4705
0.2201 0.5472 -0.8021
-0.7836 0.7879 0.7178
-0.3864 -0.5572 0.2326
-0.0547 -0.2661 0.2072
-0.1889 -0.2790 0.1301
0.3138 0.1145 -0.0565
-0.3487 -0.0994 0.2181
-0.0926 -0.2462 0.0877
-0.1829 -0.3448 0.1151
-0.1868 -0.1063 -0.0464
-0.0684 -0.0526 -0.3309
0.2738 -0.0581 -0.0132
0.0354 0.1438 0.2441
0.0007 -0.2337 0.2464
-0.3720 -0.7345 -0.1160
-0.0015 0.2907 -0.1709
0.0589 -0.0614 -0.2216
0.3748 -0.3091 -0.0767
0.0980 0.0132 -0.5766
0.0467 -0.2247 -0.1047
0.3121 -0.1493 -0.0711
0.2157 0.1242 0.1525
-0.0075 0.3872 0.1057
-0.0566 0.0656 -0.0495
-0.4457 0.3465 0.0045
0.1009 -0.2915 -0.2132
0.0733 -0.3039 -0.3269
0.1732 -0.0100 -0.1938
-0.1433 -0.2254 0.0055
-0.0629 -0.1754 -0.0390
-0.2133 0.0826 0.1063
-0.2902 0.3905 0.0079
-0.1252 -0.3503 0.1953
0.1040 -0.2123 -0.2415
-0.2339 -0.0521 0.0811
-0.2360 0.2308 0.2485
0.3133 -0.1331 -0.1929
0.3925 -0.2841 -0.0463
0.2014 0.2900 -0.2340
-0.0022 -0.2134 0.1195
0.3669 0.0265 -0.2768
0.0490 0.1968 -0.2332
0.0089 -0.0388 0.1059
0.0212 -0.0788 0.0478
0.6844 0.0537 0.4282
-0.0438 -0.0359 0.0295
-0.1489 -0.1063 -0.0488
0.1032 -0.0250 0.0083
-0.1081 0.1164 -0.0022
0.1013 0.2707 0.1247
-0.0029 -0.0172 -0.0264
-0.0273 -0.0527 0.0081
0.0289 0.0308 0.0346
0.0680 0.0158 0.0270
0.0385 0.0512 0.0017
-0.0089 0.0180 -0.0434
-0.1282 0.1911 -0.0306
-0.1230 -0.0931 0.0892
0.1354 -0.1900 0.0366
0.0516 -0.0706 -0.0084
0.0235 0.0344 0.0027

Its charge is +1. The calculation puts the HOMO energy at -11.041 eV. For the HOMO-LUMO gap, the calculation gives 7.114 eV.

For the records above, the corresponding maximum force values read 0.8 2.6 eV Å⁻¹.